{
  "formula": "C27H46BrCuNP2S",
  "method": "ωB97M-V with the def2-TZVPD basis set",
  "e_homo_ev": [-12.63, -12.63],
  "energy_ha": -6405.87808,
  "multiplicity": 2,
  "s2": 0.752,
  "fmax_ev_per_a": 2.65,
  "total_charge": 2,
  "e_lumo_ev": [-8.4, -8.9],
  "homo_lumo_gap_ev": [4.28, 3.76],
  "species": ["N", "C", "C", "C", "C", "C", "C", "Cu", "P", "C", "C", "C", "C", "C", "C", "C", "Br", "H", "H", "H", "H", "H", "H", "H", "H", "H", "H", "P", "C", "C", "H", "H", "H", "H", "H", "C", "C", "H", "H", "H", "H", "H", "C", "C", "H", "H", "H", "H", "H", "C", "C", "H", "H", "H", "H", "H", "C", "C", "H", "H", "H", "H", "H", "C", "C", "H", "H", "H", "H", "H", "C", "S", "C", "H", "H", "H", "H", "H", "H"],
  "xyz": [[9.500755, 2.729547, -1.817438], [9.315288, 1.463457, -2.200157], [8.119830, 0.773035, -1.931946], [7.067497, 1.460147, -1.289577], [7.293936, 2.802999, -0.906225], [8.538689, 3.379853, -1.171133], [5.759738, 0.844151, -1.103949], [-0.901077, -0.253592, -0.083730], [-5.493142, 0.308864, -2.043523], [4.633745, 1.559749, -0.887557], [3.343880, 0.940864, -0.810436], [2.205239, 1.733602, -1.062499], [0.954511, 1.138008, -1.068264], [0.894735, -0.179186, -0.655249], [1.960868, -1.033055, -0.480796], [3.225990, -0.443807, -0.541786], [-1.946877, -1.927254, -1.334964], [5.733486, -0.252810, -1.236551], [4.689037, 2.657965, -0.872870], [7.992228, -0.265367, -2.257184], [6.527199, 3.403852, -0.422656], [10.121090, 0.954404, -2.739825], [8.760534, 4.397839, -0.845419], [2.323675, 2.802092, -1.271695], [4.130538, -1.029993, -0.366325], [0.074491, 1.708521, -1.376515], [1.867744, -2.099630, -0.280709], [-0.811007, 0.188929, 2.040464], [-4.348061, -0.448882, -3.235547], [-4.736638, -0.153144, -4.685332], [-4.386656, -1.529441, -3.039796], [-3.341164, -0.087043, -2.994047], [-4.151657, -0.784522, -5.357520], [-5.796070, -0.360018, -4.866243], [-4.546405, 0.888701, -4.959174], [-4.727706, 1.886356, -1.550762], [-5.816243, 2.878204, -1.134557], [-4.172771, 2.260660, -2.424192], [-4.031668, 1.664862, -0.730232], [-5.404656, 3.888960, -1.086384], [-6.649431, 2.891551, -1.846872], [-6.230676, 2.645183, -0.148474], [-5.408579, -0.722303, -0.544406], [-6.472140, -1.818633, -0.533745], [-5.587876, -0.032900, 0.293453], [-4.392873, -1.146145, -0.501911], [-6.504333, -2.274189, 0.461004], [-7.472260, -1.421967, -0.749209], [-6.268542, -2.618498, -1.251655], [-1.695024, -0.971688, 3.147342], [-1.417421, -0.796044, 4.640806], [-1.436332, -1.988186, 2.805882], [-2.765636, -0.828133, 2.931161], [-0.500613, -1.314572, 4.942937], [-1.332083, 0.258802, 4.933793], [-2.247063, -1.230953, 5.209328], [-1.789668, 1.741349, 2.001218], [-0.988376, 3.023743, 1.807409], [-2.415529, 1.754303, 2.904136], [-2.468716, 1.589930, 1.140454], [-0.514791, 3.357935, 2.739209], [-0.215031, 2.914133, 1.034162], [-1.677669, 3.812812, 1.478627], [0.762212, 0.586097, 2.900192], [1.646312, -0.623992, 3.229647], [0.548975, 1.169038, 3.810903], [1.321945, 1.255363, 2.229506], [2.690263, -0.335999, 3.049814], [1.558056, -0.921477, 4.283672], [1.433819, -1.496376, 2.598411], [1.188612, -5.197491, 1.871338], [0.264750, -3.861339, 1.106902], [0.143995, -4.617758, -0.509302], [1.564025, -4.838279, 2.835614], [2.029240, -5.472722, 1.221996], [0.516600, -6.049679, 2.030468], [1.161253, -4.775497, -0.889752], [-0.385444, -5.571108, -0.413234], [-0.416877, -3.942188, -1.168524]],
  "forces_ev_per_angstrom": [[0.57, -0.28, -0.24], [-0.86, -0.06, 0.38], [-0.16, 0.41, 0.12], [0.92, 0.77, -0.22], [0.46, -0.34, -0.28], [-0.58, -0.52, 0.04], [-0.37, 0.06, -0.05], [-1.20, -2.04, -1.10], [2.46, -0.39, 0.88], [1.55, -0.01, -0.28], [-0.72, -0.38, 0.18], [0.64, -0.44, -0.03], [-0.71, 0.09, 0.14], [1.54, 0.41, -0.21], [-0.33, -0.28, 0.25], [-0.50, 0.88, -0.30], [0.49, 1.07, 0.21], [-0.06, 0.71, 0.09], [-0.12, -0.61, 0.01], [0.06, 0.40, 0.15], [0.20, -0.21, 0.02], [-0.20, 0.36, 0.24], [-0.05, -0.25, -0.17], [-0.14, -0.47, -0.09], [-0.54, 0.03, -0.03], [0.17, -0.03, 0.25], [-0.21, 0.25, 0.22], [1.14, 0.81, 1.90], [-0.90, -0.38, -0.67], [0.05, 0.03, -0.35], [0.06, 0.25, -0.04], [-0.23, 0.00, 0.15], [-0.06, 0.11, 0.05], [0.20, -0.03, -0.02], [-0.03, -0.11, 0.07], [-0.70, 0.38, -0.65], [-0.11, 0.47, 0.26], [-0.10, -0.10, 0.27], [-0.09, -0.07, -0.21], [-0.09, -0.11, 0.03], [0.23, 0.06, 0.09], [0.06, -0.03, -0.14], [-1.15, 0.17, 0.07], [-0.29, -0.41, 0.24], [0.19, -0.18, -0.11], [-0.13, 0.31, -0.12], [-0.03, 0.01, -0.21], [0.24, -0.07, 0.12], [0.05, 0.16, 0.04], [-0.28, -0.46, -0.63], [0.04, 0.11, 0.24], [-0.15, 0.27, 0.15], [0.24, -0.09, 0.00], [-0.24, 0.19, -0.10], [-0.07, -0.24, -0.03], [0.20, 0.09, -0.10], [-0.37, -0.41, -0.01], [-0.07, 0.30, -0.09], [0.08, 0.17, -0.18], [-0.05, 0.21, 0.35], [-0.07, -0.16, -0.29], [-0.15, 0.04, 0.22], [0.28, -0.09, 0.14], [0.12, 0.32, -0.31], [0.31, -0.17, 0.06], [-0.11, -0.16, -0.36], [-0.27, -0.07, 0.10], [-0.23, -0.22, 0.14], [0.00, 0.07, -0.41], [0.03, 0.14, 0.11], [0.08, -0.07, 0.34], [-0.06, 0.30, 0.12], [-0.09, -0.02, -0.38], [-0.04, -0.20, -0.19], [-0.20, 0.00, 0.28], [0.32, 0.13, -0.03], [-0.34, -0.07, -0.09], [0.14, 0.15, -0.19], [0.35, -0.46, 0.20]],
  "lowdin_charge": [0.06, -0.12, -0.01, -0.22, -0.01, -0.13, -0.02, 0.08, 1.19, -0.05, -0.20, 0.00, -0.11, -0.19, -0.05, 0.02, 0.38, 0.12, 0.12, 0.11, 0.10, 0.12, 0.11, 0.14, 0.13, 0.12, 0.08, 0.93, -0.42, -0.13, 0.07, 0.05, 0.09, 0.08, 0.08, -0.37, -0.14, 0.10, 0.07, 0.09, 0.08, 0.08, -0.38, -0.13, 0.09, 0.01, 0.09, 0.08, 0.08, -0.36, -0.12, 0.06, 0.09, 0.07, 0.08, 0.09, -0.38, -0.12, 0.10, 0.05, 0.09, 0.06, 0.09, -0.35, -0.12, 0.10, 0.08, 0.09, 0.08, 0.04, -0.40, 0.69, -0.44, 0.04, 0.05, 0.05, 0.05, 0.05, -0.08]
}